(1)
Density functional theory data (ωB97M-V with the def2-TZVPD basis set) for 2 unconnected molecules or ions with the total composition C8H17N2O2.

Lowest unoccupied orbital energy   2.38 eV
Multiplicity   1
Charge   -1
HOMO energy   -0.51 eV
Gap between HOMO and LUMO   2.891 eV

Last column: Löwdin charge in e.
CARTESIAN COORDINATES (ANGSTROEM)
C -0.965 -1.889 3.154  -0.09
C -0.337 -0.556 2.757  -0.47
C -0.960 0.064 1.507  -0.09
N 0.607 0.054 3.342  -0.02
C 1.324 -0.521 4.523  -0.46
N 0.571 -0.071 5.747  -0.12
H -0.693 -2.678 2.439  0.06
H -2.059 -1.797 3.118  0.06
H -0.665 -2.197 4.153  0.04
H -1.566 0.933 1.783  0.06
H -0.188 0.416 0.820  0.05
H -1.614 -0.646 0.988  0.05
H 1.173 -1.617 4.457  -0.04
H 1.200 0.454 6.341  -0.01
H 0.308 -0.881 6.300  0.00
O 0.207 2.189 -1.310  0.13
C 0.153 1.743 -2.416  -0.52
O -0.473 0.554 -2.603  0.00
C -0.646 -0.039 -3.887  -0.25
C 0.583 -0.804 -4.333  -0.07
C 0.809 2.436 -3.592  0.01
H -0.951 0.706 -4.624  0.11
H -1.486 -0.720 -3.754  0.12
H 1.443 -0.145 -4.456  0.07
H 0.393 -1.300 -5.287  0.08
H 0.839 -1.560 -3.591  0.09
H 1.873 2.196 -3.568  0.09
H 0.703 3.507 -3.441  0.09
H 0.415 2.168 -4.567  0.06

(2)
Density functional theory data (ωB97M-V with the def2-TZVPD basis set) for a molecular structure, C2H3CrFO2P.

Lowest unoccupied orbital energy (alpha / beta)   3.61 / 3.54 eV
Multiplicity   5
Charge   -1
HOMO energy (alpha / beta)   -2.30 / -2.76 eV
Gap between HOMO and LUMO (alpha / beta)   5.910 / 6.297 eV

Last column: Löwdin charge in e.
CARTESIAN COORDINATES (ANGSTROEM)
P 3.185 0.144 -0.389  0.51
F 2.491 0.044 1.319  -0.64
O -0.360 -1.142 0.037  -0.35
C -1.583 -0.576 -0.075  -0.36
H -2.450 -1.238 -0.202  0.08
H 3.045 -1.191 -0.873  -0.24
C -1.733 0.772 -0.031  -0.37
O -0.659 1.589 0.026  -0.36
Cr 0.796 0.371 0.228  0.66
H -2.733 1.227 -0.041  0.08

(3)
Density functional theory data (ωB97M-V with the def2-TZVPD basis set) for 10 unconnected molecules or ions with the total composition C40H60O30.

Lowest unoccupied orbital energy (alpha / beta)   1.65 / 1.61 eV
Multiplicity   2
Charge   -1
HOMO energy (alpha / beta)   -0.04 / -8.81 eV
Gap between HOMO and LUMO (alpha / beta)   1.684 / 10.414 eV

Last column: Löwdin charge in e.
CARTESIAN COORDINATES (ANGSTROEM)
C 14.625 -1.539 -0.176  -0.03
C 14.524 -1.301 -1.675  -0.35
C 13.546 -0.257 -2.184  -0.09
O 14.308 0.698 -2.903  0.11
C 15.577 0.415 -2.816  -0.55
O 16.527 0.933 -3.364  0.14
O 15.702 -0.661 -2.021  0.07
H 15.464 -2.221 -0.038  0.09
H 13.666 -1.910 0.184  0.08
H 14.836 -0.644 0.410  0.08
H 14.274 -2.205 -2.231  0.15
H 13.045 0.129 -1.295  0.13
H 12.791 -0.774 -2.776  0.12
C 20.159 4.960 -0.245  -0.16
C 18.931 4.088 -0.398  -0.37
C 17.721 4.475 0.454  -0.19
O 16.677 4.571 -0.419  0.11
C 17.086 4.414 -1.640  -0.63
O 16.366 4.232 -2.556  0.16
O 18.413 4.380 -1.641  0.05
H 20.767 4.686 0.617  0.05
H 19.936 6.011 -0.060  0.05
H 20.876 5.020 -1.064  0.05
H 19.047 3.006 -0.329  0.13
H 17.910 5.398 1.002  0.12
H 17.593 3.717 1.227  0.11
C 16.336 6.246 -12.465  -0.01
C 16.285 5.648 -11.070  -0.34
C 16.580 6.555 -9.908  -0.09
O 15.492 6.216 -9.085  0.06
C 14.661 5.295 -9.593  -0.51
O 13.656 4.842 -9.025  0.10
O 14.956 5.198 -10.899  0.08
H 17.326 6.589 -12.768  0.09
H 15.639 7.074 -12.596  0.09
H 15.928 5.485 -13.130  0.08
H 16.909 4.759 -10.977  0.16
H 16.632 7.573 -10.293  0.14
H 17.560 6.291 -9.510  0.12
C 18.027 -1.833 -9.138  -0.02
C 18.548 -1.468 -7.774  -0.31
C 18.089 -0.108 -7.238  -0.07
O 17.522 -0.496 -5.975  0.05
C 17.477 -1.817 -5.798  -0.58
O 16.919 -2.403 -4.881  0.12
O 18.036 -2.405 -6.825  0.10
H 16.945 -1.772 -9.024  0.09
H 18.397 -2.812 -9.440  0.09
H 18.278 -1.060 -9.865  0.09
H 19.633 -1.566 -7.762  0.16
H 17.507 0.333 -8.047  0.12
H 18.954 0.538 -7.086  0.13
C 21.866 7.183 -5.275  -0.01
C 22.342 8.451 -4.540  -0.29
C 23.531 8.248 -3.548  -0.11
O 24.269 9.429 -3.775  0.05
C 24.146 9.832 -5.027  -0.57
O 24.863 10.619 -5.622  0.12
O 23.008 9.287 -5.476  0.06
H 21.231 6.562 -4.643  0.07
H 22.691 6.548 -5.599  0.08
H 21.371 7.437 -6.213  0.06
H 21.642 9.019 -3.927  0.14
H 24.161 7.388 -3.773  0.13
H 23.142 8.267 -2.529  0.11
C 14.415 8.825 -5.965  -0.02
C 15.526 9.718 -5.491  -0.32
C 16.933 9.332 -5.976  -0.08
O 17.566 10.544 -6.459  0.11
C 16.651 11.462 -6.428  -0.60
O 16.897 12.654 -6.655  0.09
O 15.442 11.009 -6.100  0.09
H 14.501 7.788 -5.640  0.09
H 14.216 8.929 -7.032  0.09
H 13.521 9.319 -5.582  0.08
H 15.593 9.834 -4.410  0.15
H 16.807 8.601 -6.775  0.11
H 17.390 8.817 -5.132  0.13
C 19.664 0.070 -2.280  -0.02
C 19.828 0.975 -3.567  -0.26
C 20.686 2.288 -3.323  -0.16
O 21.467 2.346 -4.391  0.07
C 21.515 1.204 -5.067  -0.53
O 22.262 1.005 -6.029  0.11
O 20.553 0.391 -4.615  0.08
H 19.504 0.770 -1.460  0.06
H 20.583 -0.466 -2.041  0.08
H 18.826 -0.626 -2.309  0.07
H 18.818 1.189 -3.916  0.11
H 21.314 2.159 -2.442  0.12
H 20.137 3.205 -3.108  0.11
C 15.999 3.004 -6.510  0.00
C 16.712 4.190 -5.821  -0.28
C 18.181 3.945 -5.233  -0.02
O 18.833 5.113 -5.695  0.09
C 18.143 5.745 -6.584  -0.56
O 18.386 6.841 -7.088  0.09
O 16.988 5.107 -6.798  0.07
H 15.653 2.349 -5.711  0.07
H 16.591 2.355 -7.155  0.06
H 15.181 3.305 -7.166  0.08
H 15.956 4.587 -5.144  0.14
H 18.568 3.088 -5.784  0.13
H 18.270 4.010 -4.149  0.11
C 22.525 10.391 -10.184  -0.02
C 22.001 9.065 -9.520  -0.25
C 20.456 9.079 -9.301  -0.09
O 19.957 8.090 -10.147  0.07
C 20.952 7.523 -10.825  -0.57
O 20.785 6.533 -11.503  0.12
O 22.126 8.059 -10.507  0.09
H 22.626 11.126 -9.386  0.08
H 21.983 10.819 -11.027  0.08
H 23.557 10.341 -10.531  0.08
H 22.625 8.884 -8.645  0.15
H 20.002 10.058 -9.458  0.14
H 20.318 8.788 -8.260  0.12
C 14.081 -0.030 -7.228  0.01
C 13.598 -1.452 -6.919  -0.32
C 12.767 -1.920 -5.684  -0.09
O 11.885 -2.868 -6.197  0.08
C 12.010 -2.878 -7.532  -0.48
O 11.294 -3.605 -8.272  0.08
O 12.958 -2.017 -8.023  0.09
H 14.363 0.164 -8.262  0.09
H 14.960 0.204 -6.626  0.06
H 13.230 0.627 -7.050  0.09
H 14.493 -2.064 -6.805  0.14
H 12.119 -1.092 -5.398  0.13
H 13.322 -2.214 -4.793  0.13

(4)
Density functional theory data (ωB97M-V with the def2-TZVPD basis set) for 8 unconnected molecules or ions with the total composition C45H50F21NO16.

Lowest unoccupied orbital energy   -1.27 eV
Multiplicity   1
HOMO energy   -8.07 eV
SMILES   O=C1NC(=O)c2cc(CCCc3ccccc3)ccc21.CCOC(=O)C(F)(F)F.CCOC(=O)C(F)(F)F.CCOC(=O)C(F)(F)F.CCOC(=O)C(F)(F)F.CCOC(=O)C(F)(F)F.CCOC(=O)C(F)(F)F.CCOC(=O)C(F)(F)F
Gap between HOMO and LUMO   6.805 eV

Last column: Löwdin charge in e.
CARTESIAN COORDINATES (ANGSTROEM)
O 6.596 -4.062 -4.519  -0.04
C 5.713 -3.467 -3.712  -0.22
N 5.387 -4.147 -2.366  0.09
C 4.191 -3.377 -1.768  -0.25
O 3.381 -3.716 -0.762  -0.02
C 3.943 -1.986 -2.599  -0.02
C 2.967 -0.694 -2.340  0.06
C 3.043 0.525 -3.483  -0.11
C 2.085 1.858 -3.188  -0.18
C 0.576 1.465 -3.773  -0.19
C -0.273 0.626 -2.613  -0.17
C -0.995 -0.712 -3.261  -0.11
C -2.601 -0.971 -3.023  -0.02
C -3.282 -2.322 -3.662  -0.06
C -2.367 -3.382 -4.564  -0.08
C -0.754 -3.125 -4.847  -0.06
C -0.084 -1.777 -4.165  -0.02
C 4.001 0.440 -4.834  0.02
C 4.987 -0.890 -5.074  0.04
C 4.921 -2.046 -3.914  -0.03
H 6.098 -3.929 -1.604  0.15
H 2.272 -0.663 -1.399  0.10
H 2.001 2.103 -2.033  0.12
H 2.462 2.785 -3.808  0.11
H 0.781 0.812 -4.741  0.11
H -0.040 2.409 -4.118  0.12
H -1.150 1.357 -2.267  0.08
H 0.369 0.365 -1.670  0.10
H -3.261 -0.220 -2.403  0.07
H -4.426 -2.561 -3.501  0.08
H -2.846 -4.344 -5.035  0.07
H -0.084 -3.844 -5.494  0.08
H 1.054 -1.515 -4.276  0.06
H 3.985 1.324 -5.605  0.08
H 5.692 -1.017 -6.000  0.09
C 8.413 -6.183 -4.908  -0.08
C 8.123 -7.670 -4.941  -0.20
O 9.264 -8.420 -4.494  0.01
C 9.437 -8.500 -3.136  -0.33
O 8.689 -7.971 -2.318  0.13
C 10.655 -9.359 -2.799  -0.47
F 11.746 -9.048 -3.557  0.14
F 10.416 -10.686 -3.003  0.14
F 11.050 -9.238 -1.501  0.14
H 9.316 -5.952 -5.483  0.09
H 7.575 -5.613 -5.320  0.05
H 8.594 -5.836 -3.884  0.07
H 7.924 -7.980 -5.972  0.13
H 7.235 -7.924 -4.352  0.13
C -6.313 2.245 1.495  -0.07
C -5.394 3.407 1.177  -0.19
O -4.311 2.982 0.335  0.02
C -4.598 2.864 -1.001  -0.31
O -5.703 3.091 -1.486  0.15
C -3.353 2.451 -1.783  -0.47
F -2.673 1.427 -1.191  0.09
F -2.463 3.476 -1.907  0.14
F -3.633 2.035 -3.051  0.14
H -5.748 1.412 1.929  0.10
H -7.094 2.547 2.198  0.03
H -6.796 1.860 0.590  0.09
H -4.947 3.782 2.104  0.14
H -5.938 4.242 0.721  0.09
C -10.756 7.934 -1.157  -0.07
C -11.045 6.447 -1.190  -0.21
O -9.905 5.698 -0.744  0.01
C -9.731 5.618 0.615  -0.32
O -10.479 6.146 1.432  0.15
C -8.514 4.759 0.951  -0.45
F -7.423 5.070 0.193  0.12
F -8.752 3.432 0.747  0.14
F -8.118 4.879 2.250  0.14
H -9.852 8.165 -1.732  0.08
H -11.593 8.504 -1.569  0.08
H -10.575 8.281 -0.134  0.08
H -11.244 6.137 -2.222  0.13
H -11.934 6.193 -0.601  0.13
C -8.057 1.665 8.554  -0.06
C -9.122 2.430 7.796  -0.20
O -8.683 2.723 6.461  0.01
C -8.793 1.701 5.553  -0.32
O -9.229 0.587 5.827  0.15
C -8.336 2.159 4.169  -0.46
F -7.158 2.848 4.204  0.13
F -9.243 2.989 3.579  0.14
F -8.144 1.126 3.301  0.13
H -7.105 2.206 8.537  0.09
H -8.355 1.507 9.595  0.06
H -7.870 0.686 8.099  0.08
H -9.301 3.392 8.289  0.13
H -10.077 1.893 7.783  0.13
C -4.114 2.944 14.425  -0.07
C -3.818 1.939 13.330  -0.21
O -4.963 1.109 13.080  0.01
C -5.943 1.656 12.292  -0.32
O -5.886 2.786 11.815  0.14
C -7.076 0.656 12.070  -0.47
F -7.466 0.037 13.222  0.15
F -6.719 -0.337 11.207  0.15
F -8.198 1.228 11.550  0.12
H -4.469 2.438 15.329  0.08
H -3.222 3.526 14.672  0.08
H -4.905 3.640 14.123  0.08
H -3.010 1.275 13.654  0.13
H -3.483 2.429 12.409  0.13
C 6.607 0.917 -10.670  -0.06
C 7.733 1.337 -9.747  -0.21
O 7.323 2.429 -8.910  0.02
C 6.570 2.096 -7.813  -0.31
O 6.239 0.947 -7.533  0.13
C 6.242 3.340 -6.989  -0.46
F 5.813 4.383 -7.756  0.14
F 7.326 3.797 -6.299  0.15
F 5.265 3.124 -6.064  0.12
H 6.241 1.773 -11.248  0.09
H 6.939 0.139 -11.363  0.08
H 5.752 0.531 -10.104  0.08
H 8.579 1.695 -10.344  0.13
H 8.098 0.498 -9.144  0.13
C 8.052 -5.482 0.917  -0.06
C 9.235 -5.381 1.859  -0.21
O 9.610 -4.009 2.057  0.01
C 8.853 -3.301 2.956  -0.32
O 7.900 -3.774 3.569  0.14
C 9.386 -1.877 3.104  -0.47
F 9.655 -1.287 1.904  0.14
F 10.549 -1.838 3.816  0.14
F 8.518 -1.047 3.747  0.14
H 8.264 -4.966 -0.026  0.08
H 7.812 -6.527 0.702  0.09
H 7.162 -5.006 1.343  0.08
H 10.099 -5.885 1.415  0.13
H 9.033 -5.872 2.818  0.13